{"formula": "C33H27N6O3OsS2", "method": "ωB97M-V/def2-TZVPD", "charge": 1, "mol_weight_da": 809.98, "homo_lumo_gap_ev": [6.6, 6.6], "e_tot_ha": -2714.86880, "elements": ["Os", "C", "C", "N", "N", "C", "N", "S", "C", "C", "C", "C", "C", "N", "H", "H", "H", "H", "H", "H", "H", "H", "H", "O", "C", "N", "C", "C", "O", "N", "C", "C", "C", "C", "C", "C", "C", "C", "C", "C", "C", "C", "H", "H", "H", "H", "H", "H", "H", "H", "H", "H", "H", "C", "C", "O", "S", "C", "C", "C", "C", "C", "C", "C", "C", "H", "H", "H", "H", "H", "H", "H"], "coordinates": [[-0.327, -0.943, -0.972], [-4.475, -0.598, -2.089], [-3.024, -0.437, -1.796], [-2.250, -1.402, -1.424], [-2.759, -2.673, -1.302], [-1.824, -3.553, -1.071], [-2.159, -4.843, -0.979], [-0.079, -3.186, -0.887], [-2.361, 0.876, -1.942], [-3.049, 2.016, -2.331], [-2.362, 3.214, -2.459], [-1.002, 3.244, -2.201], [-0.372, 2.070, -1.823], [-1.030, 0.919, -1.690], [-4.776, -1.626, -1.920], [-4.683, -0.331, -3.127], [-5.068, 0.059, -1.450], [-3.117, -5.122, -1.106], [-1.460, -5.539, -0.794], [-4.108, 1.964, -2.536], [-2.885, 4.111, -2.763], [-0.429, 4.155, -2.290], [0.692, 2.034, -1.622], [2.926, 1.606, 1.977], [1.777, 1.322, 2.105], [0.881, 1.573, 3.092], [-0.492, 1.122, 2.836], [-0.282, 0.474, 1.488], [-1.109, -0.097, 0.759], [1.006, 0.559, 1.138], [-1.443, 2.311, 2.785], [-1.931, 2.830, 1.592], [-2.740, 3.959, 1.604], [-3.062, 4.575, 2.803], [-2.577, 4.057, 3.996], [-1.775, 2.927, 3.988], [-0.947, 0.022, 3.801], [-0.021, -0.712, 4.530], [-0.449, -1.747, 5.352], [-1.797, -2.056, 5.436], [-2.721, -1.330, 4.696], [-2.300, -0.294, 3.880], [1.111, 2.198, 3.848], [-1.699, 2.359, 0.645], [-3.119, 4.355, 0.671], [-3.692, 5.454, 2.810], [-2.829, 4.529, 4.936], [-1.420, 2.511, 4.924], [1.034, -0.478, 4.470], [0.275, -2.308, 5.927], [-2.129, -2.860, 6.079], [-3.775, -1.568, 4.759], [-3.023, 0.275, 3.309], [6.715, -3.310, -3.357], [7.077, -2.663, -4.664], [7.984, -3.009, -5.364], [6.090, -1.274, -5.260], [4.834, -1.071, -4.021], [3.666, -1.824, -4.075], [2.671, -1.642, -3.129], [2.836, -0.700, -2.120], [4.003, 0.067, -2.068], [4.991, -0.117, -3.019], [1.824, -0.485, -1.103], [1.350, -0.025, -0.047], [5.775, -3.854, -3.465], [6.579, -2.569, -2.570], [7.509, -4.004, -3.093], [3.538, -2.550, -4.868], [1.761, -2.226, -3.175], [4.132, 0.799, -1.280], [5.894, 0.478, -2.986]], "forces_ev_per_a": [[0.1, -0.1, 0.8], [0.0, 0.0, 0.0], [0.0, 0.0, 0.0], [-0.1, 0.0, -0.2], [0.1, -0.1, 0.0], [0.0, 0.1, 0.0], [0.0, 0.0, 0.0], [0.0, 0.0, -0.3], [0.0, 0.0, 0.1], [0.0, 0.0, 0.0], [0.0, 0.0, 0.0], [0.0, 0.0, 0.0], [0.1, 0.0, -0.1], [0.0, -0.1, -0.1], [0.0, 0.0, 0.0], [0.0, 0.0, 0.0], [0.0, 0.0, 0.0], [0.0, 0.0, 0.0], [0.0, 0.0, 0.0], [0.0, 0.0, 0.0], [0.0, 0.0, 0.0], [0.0, 0.0, 0.0], [0.0, 0.0, 0.0], [0.0, 0.0, 0.0], [-0.1, -0.1, 0.0], [0.1, 0.0, 0.0], [0.0, 0.0, 0.0], [-0.1, 0.0, 0.0], [-0.2, 0.0, 0.1], [0.2, 0.1, -0.1], [0.0, 0.0, 0.0], [0.0, 0.0, 0.0], [0.0, 0.0, 0.0], [0.0, 0.0, 0.0], [0.0, 0.0, 0.0], [0.0, 0.0, 0.0], [0.0, 0.0, 0.0], [0.0, 0.0, 0.0], [0.0, 0.0, 0.0], [0.0, 0.0, 0.0], [0.0, 0.0, 0.0], [0.0, 0.0, 0.0], [0.0, 0.0, 0.0], [0.0, 0.0, 0.0], [0.0, 0.0, 0.0], [0.0, 0.0, 0.0], [0.0, 0.0, 0.0], [0.0, 0.0, 0.0], [0.0, 0.0, 0.0], [0.0, 0.0, 0.0], [0.0, 0.0, 0.0], [0.0, 0.0, 0.0], [0.0, 0.0, 0.0], [0.0, 0.0, 0.0], [0.0, 0.0, 0.0], [0.0, 0.0, 0.0], [0.0, 0.0, 0.0], [0.0, 0.0, 0.0], [0.0, 0.0, 0.0], [0.0, 0.0, -0.1], [0.0, 0.0, 0.4], [0.1, 0.0, 0.0], [0.0, 0.0, 0.0], [0.2, 0.2, -0.5], [-0.2, -0.1, 0.0], [0.0, 0.0, 0.0], [0.0, 0.0, 0.0], [0.0, 0.0, 0.0], [0.0, 0.0, 0.0], [0.0, 0.0, 0.0], [0.0, 0.0, 0.0], [0.0, 0.0, 0.0]]}

{"formula": "C4H12OS", "method": "ωB97M-V/def2-TZVPD", "smiles": "CCO.CSC", "mol_weight_da": 108.21, "homo_lumo_gap_ev": 9.2, "e_tot_ha": -632.98048, "elements": ["C", "C", "O", "H", "H", "H", "H", "H", "H", "C", "S", "C", "H", "H", "H", "H", "H", "H"], "coordinates": [[0.553, -1.481, 2.084], [1.610, -0.823, 1.264], [1.654, -1.372, -0.094], [0.714, -1.247, 3.153], [0.599, -2.574, 2.002], [-0.491, -1.244, 1.907], [1.525, 0.253, 1.077], [2.662, -0.968, 1.562], [0.870, -1.930, -0.204], [0.145, 1.267, -2.321], [-1.707, 1.509, -2.316], [-2.235, 1.230, -0.524], [0.500, 2.301, -2.191], [0.453, 0.648, -1.467], [0.387, 0.812, -3.272], [-2.419, 0.187, -0.267], [-3.270, 1.613, -0.483], [-1.551, 1.818, 0.088]], "forces_ev_per_a": [[0.0, -0.5, 1.7], [1.1, 0.1, -2.4], [-0.7, -0.3, 0.3], [0.0, -0.1, -0.4], [0.3, 0.1, 0.0], [0.0, 0.5, -0.6], [-0.5, 0.0, 0.7], [-0.6, -0.1, 0.8], [0.3, 0.2, -0.1], [-1.3, 0.8, 1.1], [-0.1, -0.7, 0.9], [-0.5, 0.5, -1.5], [0.5, -0.7, -0.3], [0.0, 0.1, -0.5], [0.2, 0.1, 0.0], [0.9, -0.1, 0.0], [0.6, 0.5, 0.0], [-0.3, -0.4, 0.3]]}

{"formula": "C2H7O2", "method": "ωB97M-V/def2-TZVPD", "charge": -1, "mol_weight_da": 63.08, "homo_lumo_gap_ev": 8.1, "e_tot_ha": -230.85103, "elements": ["C", "O", "C", "H", "H", "H", "H", "H", "H", "H", "O"], "coordinates": [[-0.742, 0.612, 0.284], [0.525, 1.063, 0.555], [-0.963, -0.447, -0.868], [-1.368, 1.573, -0.193], [-1.180, 0.233, 1.212], [-2.006, -0.909, -0.893], [-0.303, -1.375, -0.641], [-0.387, -0.144, -1.797], [1.323, 0.187, 0.809], [2.911, -0.065, 0.694], [2.190, -0.728, 0.838]], "forces_ev_per_a": [[-0.9, 2.0, -2.0], [0.0, -0.3, -0.4], [2.4, -2.2, 0.9], [0.9, -1.9, 1.6], [-0.7, 0.0, 0.0], [1.1, 1.2, -0.6], [-0.9, 1.2, 0.2], [-1.6, 0.1, 0.6], [-0.1, -0.7, -0.5], [-0.6, -1.1, 0.2], [0.6, 1.7, 0.0]]}

{"formula": "C36H67F6N5O13", "method": "ωB97M-V/def2-TZVPD", "smiles": "CCOC(=O)C(F)(F)F.CCOC(=O)C(F)(F)F.COCCOCCOC.COCCOCCOC.COCCOCCOC.CC#N.CC#N.CC#N.CC#N.CC#N", "mol_weight_da": 891.94, "homo_lumo_gap_ev": 9.7, "e_tot_ha": -3262.73686, "elements": ["C", "C", "O", "C", "O", "C", "F", "F", "F", "H", "H", "H", "H", "H", "C", "C", "O", "C", "O", "C", "F", "F", "F", "H", "H", "H", "H", "H", "C", "O", "C", "C", "O", "C", "C", "O", "C", "H", "H", "H", "H", "H", "H", "H", "H", "H", "H", "H", "H", "H", "H", "C", "O", "C", "C", "O", "C", "C", "O", "C", "H", "H", "H", "H", "H", "H", "H", "H", "H", "H", "H", "H", "H", "H", "C", "O", "C", "C", "O", "C", "C", "O", "C", "H", "H", "H", "H", "H", "H", "H", "H", "H", "H", "H", "H", "H", "H", "C", "C", "N", "H", "H", "H", "C", "C", "N", "H", "H", "H", "C", "C", "N", "H", "H", "H", "C", "C", "N", "H", "H", "H", "C", "C", "N", "H", "H", "H"], "coordinates": [[-5.787, 1.668, 0.242], [-4.545, 0.942, -0.307], [-3.976, 0.061, 0.652], [-4.614, -1.059, 0.930], [-5.625, -1.419, 0.411], [-3.948, -1.817, 2.091], [-2.922, -1.162, 2.629], [-4.843, -2.086, 3.022], [-3.492, -2.987, 1.612], [-5.897, 2.671, -0.168], [-5.703, 1.818, 1.326], [-6.696, 1.100, 0.071], [-3.798, 1.576, -0.759], [-5.025, 0.336, -1.091], [2.054, -1.497, -2.522], [2.859, -0.411, -3.208], [3.831, -1.007, -4.096], [5.030, -1.219, -3.620], [5.460, -0.960, -2.570], [5.890, -1.988, -4.653], [7.142, -1.520, -4.633], [5.915, -3.282, -4.343], [5.419, -1.873, -5.883], [2.739, -2.257, -2.140], [1.450, -1.994, -3.285], [1.450, -1.164, -1.684], [3.340, 0.247, -2.484], [2.268, 0.231, -3.861], [-1.702, -2.007, -1.848], [-0.437, -2.155, -2.390], [-0.384, -2.739, -3.661], [-0.978, -4.139, -3.824], [-0.469, -4.944, -2.781], [-0.745, -6.317, -3.005], [-0.553, -7.176, -1.768], [-1.500, -6.966, -0.739], [-1.206, -5.845, 0.059], [-1.624, -1.346, -0.980], [-2.224, -2.928, -1.587], [-2.354, -1.394, -2.498], [0.640, -2.759, -4.055], [-0.843, -2.055, -4.409], [-0.560, -4.512, -4.763], [-2.065, -4.085, -3.715], [-0.064, -6.722, -3.765], [-1.807, -6.394, -3.277], [0.449, -7.038, -1.340], [-0.718, -8.204, -2.096], [-0.368, -6.071, 0.734], [-2.055, -5.663, 0.712], [-0.960, -4.985, -0.560], [0.396, 0.738, -3.158], [0.995, 1.669, -4.063], [0.251, 2.791, -4.445], [0.201, 3.895, -3.418], [-0.588, 3.443, -2.332], [-0.614, 4.346, -1.247], [-1.296, 3.638, -0.110], [-2.694, 3.498, -0.270], [-3.448, 4.682, -0.306], [1.188, 0.008, -2.999], [-0.385, 0.188, -3.691], [0.072, 1.191, -2.227], [-0.772, 2.552, -4.770], [0.739, 3.163, -5.350], [-0.281, 4.774, -3.865], [1.203, 4.108, -3.027], [-1.087, 5.280, -1.576], [0.423, 4.605, -0.983], [-1.107, 4.138, 0.841], [-0.909, 2.624, -0.082], [-3.145, 5.305, -1.152], [-3.341, 5.235, 0.633], [-4.484, 4.408, -0.474], [2.245, 2.171, -0.784], [1.789, 2.398, 0.522], [2.651, 3.279, 1.264], [2.063, 3.571, 2.621], [0.709, 3.951, 2.496], [0.147, 4.263, 3.748], [-1.351, 4.413, 3.652], [-1.953, 3.166, 3.821], [-3.249, 3.097, 3.246], [1.482, 1.674, -1.382], [3.165, 1.560, -0.753], [2.529, 3.086, -1.333], [2.703, 4.186, 0.654], [3.562, 2.709, 1.491], [2.645, 4.369, 3.099], [2.088, 2.685, 3.271], [0.620, 5.143, 4.207], [0.342, 3.468, 4.489], [-1.590, 4.901, 2.704], [-1.663, 5.103, 4.446], [-3.476, 2.046, 3.049], [-3.337, 3.681, 2.334], [-4.011, 3.396, 3.984], [4.382, 0.040, 2.681], [4.109, -1.265, 3.242], [3.890, -2.300, 3.654], [5.407, 0.386, 2.815], [3.763, 0.793, 3.170], [4.164, -0.011, 1.613], [-2.268, 0.218, 5.197], [-2.542, -1.185, 5.574], [-2.768, -2.247, 5.903], [-1.495, 0.182, 4.440], [-1.975, 0.732, 6.105], [-3.190, 0.615, 4.783], [4.591, -2.420, 0.044], [5.099, -3.667, -0.501], [5.467, -4.652, -0.909], [5.358, -1.650, 0.052], [4.389, -2.611, 1.105], [3.643, -2.071, -0.343], [0.714, -2.149, 4.539], [1.323, -0.862, 4.783], [1.770, 0.177, 4.953], [0.565, -2.305, 3.470], [-0.246, -2.234, 5.060], [1.275, -2.999, 4.927], [-0.433, 0.680, 1.947], [0.708, -0.089, 1.465], [1.581, -0.738, 1.101], [-0.868, 0.157, 2.797], [-1.198, 0.720, 1.173], [-0.088, 1.663, 2.261]], "forces_ev_per_a": [[0.6, 0.4, 0.9], [-2.5, -0.4, -1.3], [1.2, 0.3, 0.5], [-0.5, 0.8, -0.1], [-0.1, -0.5, 0.0], [0.0, -0.8, -0.7], [0.1, 0.1, 0.1], [-0.2, 0.2, 0.4], [0.1, 0.1, 0.1], [0.0, -0.1, -0.3], [0.1, 0.0, -0.1], [0.0, 0.0, -0.1], [0.4, 0.1, 0.5], [0.8, -0.1, -0.1], [1.4, -0.9, -0.2], [1.0, 0.1, -0.1], [-0.4, 0.1, -0.2], [-0.4, -1.2, -2.5], [1.0, 0.9, 3.0], [0.2, 0.2, 0.2], [0.0, -0.1, 0.0], [0.0, -0.2, 0.2], [-0.1, 0.1, -0.6], [0.1, 0.0, 0.0], [1.0, 0.8, 1.0], [0.2, 0.0, -0.1], [0.3, -0.1, -0.1], [1.2, -0.4, -0.3], [-1.2, 1.3, 0.0], [0.3, -0.8, -0.1], [-0.8, 0.1, -1.6], [0.8, 0.7, 1.1], [0.3, -0.2, 0.2], [-0.3, 0.1, 0.5], [-0.1, 0.3, 0.4], [-0.3, -0.1, -0.5], [0.4, -0.1, 0.5], [0.3, -0.4, 0.3], [0.2, -0.2, 0.0], [0.0, -0.4, -0.3], [-0.5, -0.6, 0.5], [-0.4, -0.3, 0.3], [-0.8, 0.0, -0.4], [-0.1, -0.3, -0.6], [-0.3, 0.1, -0.3], [0.2, -0.3, -0.4], [0.1, -0.2, -0.3], [0.3, -0.1, 0.1], [0.1, 0.1, -0.2], [-0.2, 0.1, -0.2], [-0.1, 0.2, 0.2], [-0.4, -0.1, -0.9], [-0.1, 0.0, 0.5], [-0.1, 0.3, -0.7], [-0.4, -0.4, 0.4], [-0.2, -0.1, -0.1], [0.5, 0.0, -0.6], [-0.4, 0.5, 0.2], [-0.4, -0.6, -0.3], [0.4, 0.1, -0.3], [-2.3, 1.2, 0.5], [-0.4, 0.2, 0.3], [-0.5, -0.1, -0.2], [0.0, -0.3, 0.3], [0.1, 0.1, 0.1], [0.3, 0.2, 0.0], [0.1, 0.3, -0.3], [-0.1, 0.0, 0.3], [-0.1, -0.1, 0.3], [0.3, 0.0, 0.0], [0.2, 0.0, 0.2], [0.0, 0.2, 0.1], [-0.1, 0.2, 0.0], [-0.1, -0.1, 0.2], [1.0, -0.1, -0.3], [-0.3, 0.5, 0.5], [-1.1, -1.0, -0.3], [-0.6, -0.3, 0.1], [-0.1, 0.3, 0.0], [0.1, -0.3, 0.9], [0.7, 0.9, 0.5], [-0.4, -0.4, -0.8], [-0.4, -0.6, 0.9], [0.2, 0.1, 0.6], [-0.2, 0.0, -0.1], [-0.2, 0.1, 0.3], [0.8, 0.1, 0.3], [0.5, 0.7, -0.6], [0.1, 0.0, 0.0], [0.3, 0.0, -0.1], [-0.1, 0.2, -0.4], [0.0, -0.1, -0.3], [-0.2, -0.2, -0.1], [-0.2, 0.0, 0.0], [0.2, 0.1, -0.3], [0.0, 0.0, -0.1], [0.1, 0.4, -0.2], [0.0, 0.6, -0.2], [0.5, 1.3, -0.3], [-0.3, -1.5, 0.6], [0.1, -0.5, 0.1], [-0.3, -0.2, -0.1], [-0.1, 0.2, 0.0], [-0.4, -1.4, 0.3], [0.2, 2.0, -0.3], [-0.3, -1.6, 0.4], [0.1, 0.5, 0.2], [0.2, 0.4, -0.2], [0.1, 0.3, 0.0], [0.2, -0.1, 1.5], [-1.1, 2.3, 0.5], [0.9, -2.3, -1.0], [0.0, 0.1, -0.5], [0.0, -0.1, -0.1], [0.1, 0.0, -0.4], [-0.6, -0.9, 0.2], [-0.1, -0.4, 0.0], [0.2, 0.7, 0.0], [0.0, 0.1, 0.0], [0.0, 0.3, -0.2], [0.5, 0.3, -0.1], [0.2, -0.3, 0.1], [-0.1, -0.1, 0.0], [0.1, 0.0, -0.1], [0.1, 0.1, -0.2], [0.0, 0.2, 0.0], [-0.2, 0.1, -0.2]]}

{"formula": "C5H13NO", "method": "ωB97M-V/def2-TZVPD", "smiles": "C[C@H]1CCCN1.O", "mol_weight_da": 103.16, "homo_lumo_gap_ev": 9.6, "e_tot_ha": -328.28707, "elements": ["C", "C", "C", "C", "C", "N", "H", "H", "H", "H", "H", "H", "H", "H", "H", "H", "H", "O", "H", "H"], "coordinates": [[-0.059, 1.023, -1.119], [0.254, 0.673, 0.357], [-0.120, -0.801, 0.670], [1.185, -1.558, 0.433], [2.160, -0.583, 1.104], [1.723, 0.692, 0.524], [-1.100, 1.233, -1.324], [0.560, 1.862, -1.423], [0.239, 0.160, -1.724], [-0.321, 1.346, 0.991], [-1.025, -1.093, 0.122], [-0.375, -0.887, 1.734], [1.463, -1.524, -0.627], [1.154, -2.548, 0.849], [1.994, -0.617, 2.194], [3.192, -0.822, 0.841], [2.049, 1.456, 1.096], [-4.691, 0.623, -1.430], [-4.210, 1.444, -1.607], [-4.074, -0.079, -1.660]], "forces_ev_per_a": [[0.6, -0.5, 0.4], [-0.2, -0.7, -1.0], [-0.5, 0.6, 0.1], [-0.1, 1.1, -0.1], [-0.6, -0.4, -0.1], [0.2, 0.1, 0.5], [-0.4, 0.1, 0.1], [-0.1, 0.2, -0.1], [0.0, 0.2, -0.1], [0.3, 0.2, 0.3], [0.4, -0.2, -0.1], [0.0, 0.0, -0.1], [-0.2, -0.5, 0.1], [0.2, -0.5, 0.0], [0.4, -0.1, -0.1], [0.0, 0.2, 0.2], [-0.1, 0.2, -0.1], [0.2, 0.3, -0.1], [-0.2, -0.3, 0.1], [0.0, 0.0, 0.0]]}

{"formula": "C11H19N2O2", "method": "ωB97M-V/def2-TZVPD", "charge": 1, "mol_weight_da": 211.28, "homo_lumo_gap_ev": 7.8, "e_tot_ha": -690.29438, "elements": ["C", "C", "C", "C", "C", "C", "C", "C", "C", "C", "C", "N", "N", "O", "O", "H", "H", "H", "H", "H", "H", "H", "H", "H", "H", "H", "H", "H", "H", "H", "H", "H", "H", "H"], "coordinates": [[0.630, -0.518, -0.651], [0.903, 0.286, 0.433], [-1.695, -0.255, -0.728], [-3.316, -3.600, 0.650], [-0.089, -2.962, -2.189], [0.049, -0.842, -3.576], [1.441, 2.645, 2.148], [0.120, 1.032, 3.567], [-1.446, 0.635, 0.593], [-0.662, -1.570, -2.438], [0.153, 1.834, 2.265], [-0.611, -0.753, -1.218], [0.000, 0.961, 1.131], [-4.085, -4.406, 0.875], [-2.546, -2.779, 0.411], [1.454, -1.006, -1.135], [1.940, 0.385, 0.726], [0.988, -2.944, -2.048], [-0.551, -3.414, -1.316], [-0.300, -3.587, -3.052], [-0.417, 0.121, -3.770], [-0.015, -1.442, -4.480], [1.100, -0.679, -3.352], [1.426, 3.439, 2.889], [2.316, 2.029, 2.337], [1.528, 3.098, 1.164], [-0.819, 0.497, 3.677], [0.228, 1.710, 4.409], [0.937, 0.315, 3.594], [-2.686, -0.368, -1.113], [-1.969, 0.120, 1.405], [-1.944, 1.595, 0.432], [-1.722, -1.672, -2.693], [-0.703, 2.518, 2.244]], "forces_ev_per_a": [[1.5, 0.1, 0.6], [-0.1, -0.2, -0.3], [3.1, 1.8, 2.7], [0.0, 0.0, 0.0], [-0.1, 0.1, 0.1], [-0.1, 0.0, 0.1], [-0.3, 0.0, 0.0], [-0.2, 0.2, -0.1], [-0.3, 0.2, 0.4], [0.1, -0.6, -0.9], [0.3, 0.3, 0.7], [-1.5, 0.4, 0.2], [-2.7, -2.0, -3.3], [-1.2, -1.3, 0.4], [1.2, 1.3, -0.3], [0.0, 0.0, 0.0], [0.1, 0.0, 0.0], [0.1, 0.0, 0.0], [0.0, -0.1, 0.1], [0.0, 0.0, -0.1], [0.0, 0.1, 0.0], [0.0, 0.0, 0.0], [0.1, 0.0, 0.0], [0.1, 0.0, 0.1], [0.1, -0.1, 0.0], [0.0, 0.1, -0.1], [-0.1, -0.1, 0.0], [0.0, 0.0, 0.1], [0.1, -0.1, 0.0], [-0.2, -0.2, -0.3], [-0.1, 0.1, -0.1], [0.0, -0.1, 0.1], [0.1, 0.1, 0.2], [0.1, -0.1, -0.1]]}